Entry P
Formula: CH4N3O3
Source: OMol25
Level of theory: ωB97M-V/def2-TZVPD

Positions of all 11 atoms, in Å:
O 0.60375 -2.40290 0.52548
O -0.92769 -0.40869 -1.17510
O 2.61052 -1.48385 -0.14080
N -0.83315 2.02048 0.50262
N 0.00578 0.72474 0.56630
N 0.27719 0.17461 -0.64738
C 1.46827 -1.73412 0.00912
H -0.51428 0.15111 1.23820
H -0.20501 2.45532 -0.12798
H -0.97189 -1.15778 -0.57162
H -1.51347 1.66108 -0.17884

Kohn-Sham gap = 0.258 Eh
E_HOMO = -3.022 eV
Total charge = -1
LUMO energy = 0.147 Ha

Atomic partial charges in e from the Mulliken method, atoms 1 to 2: number 1, O, carries -0.541; number 2, O, carries -0.393



Entry Q
Formula: CH4N3O3
Source: OMol25
Level of theory: ωB97M-V/def2-TZVPD

Positions of all 11 atoms, in Å:
O -1.71475 -0.73650 -0.45252
O -0.27114 -0.84175 -2.16730
O -0.76286 1.14394 -1.27062
N 1.70962 -1.08637 0.37202
N 0.50261 0.47085 1.54609
N 1.31560 0.00249 0.41387
C -1.00394 -0.07464 -1.21930
H 0.02384 -0.33630 1.84428
H -0.49327 -1.84080 -2.12258
H 1.74010 0.76863 -0.22979
H -0.12547 1.34563 1.50059

Kohn-Sham gap = 0.321 Eh
E_HOMO = -4.380 eV
Total charge = -1
LUMO energy = 0.160 Ha

Atomic partial charges in e from the Mulliken method, atoms 1 to 2: number 1, O, carries -0.715; number 2, O, carries -0.507



Which of them is most stable? Easy: entry Q.



Entry P
Formula: C2H3P
Source: OMol25
Level of theory: ωB97M-V/def2-TZVPD

Positions of all 6 atoms, in Å:
P 1.26106 0.88903 -0.22452
C -0.29369 -0.04222 0.46624
C -1.14565 -0.78929 0.85509
H 0.50759 1.51223 -1.22734
H -1.93416 -1.39567 1.19762
H 1.60485 -0.17408 -1.06710

SMILES string = C#CP
Kohn-Sham gap = 0.399 Eh
E_HOMO = -9.822 eV
Total charge = 0
LUMO energy = 0.038 Ha

Atomic partial charges in e from the Mulliken method, atoms 1 to 2: number 1, P, carries -0.047; number 2, C, carries -0.578



Entry Q
Formula: C2H3P
Source: OMol25
Level of theory: ωB97M-V/def2-TZVPD

Positions of all 6 atoms, in Å:
P 1.40835 0.30877 0.14531
C -0.28355 0.17580 0.15654
C -1.54968 0.31149 0.10059
H 1.31917 -0.27050 -1.00096
H -2.55129 0.46384 -0.04411
H 1.65700 -0.98939 0.64264

SMILES string = C#CP
Kohn-Sham gap = 0.386 Eh
E_HOMO = -9.409 eV
Total charge = 0
LUMO energy = 0.040 Ha

Atomic partial charges in e from the Mulliken method, atoms 1 to 2: number 1, P, carries -0.195; number 2, C, carries -0.409



Which of them is most stable? Easy: entry P.



Entry P
Formula: C12H16NOP
Source: OMol25
Level of theory: ωB97M-V/def2-TZVPD

Positions of all 31 atoms, in Å:
P 2.44650 1.99436 0.23902
O 2.18584 2.50138 -1.09063
N 1.87995 0.47462 0.34705
C -2.49993 0.30411 -0.84334
C -3.29087 1.91036 0.77796
C 1.34154 -0.40408 -0.64411
C 2.69836 -1.56839 0.95490
C -1.17304 0.33478 -0.37185
C -3.48444 1.06867 -0.36086
C 1.72076 -1.85523 -0.19546
C -0.18170 -0.42982 -0.95192
C -2.06165 2.00181 1.32487
C 2.01301 -0.36452 1.58041
C -0.87839 1.26489 0.82215
C -0.45741 -1.41489 -2.01337
H -0.52681 0.61191 1.65916
H 0.10786 -1.18162 -2.87959
H -4.42019 1.06578 -0.77871
H 3.59146 -1.31645 0.48948
H -1.89366 2.72491 2.14818
H -2.70912 -0.41205 -1.78703
H 0.88869 -2.39418 0.09624
H 1.05537 -0.76548 2.01795
H -1.54709 -1.45879 -2.02974
H -0.01478 1.93567 0.50078
H -4.09021 2.47644 1.18109
H -0.07711 -2.38208 -1.58579
H 2.63427 0.26870 2.20859
H 2.79358 -2.46233 1.62594
H 2.13913 -2.39834 -0.91894
H 1.81010 -0.13018 -1.52245

SMILES string = C/C(=C1\C=CC=CC1)[C@@H]1CCCN1P=O
Kohn-Sham gap = 0.285 Eh
E_HOMO = -7.376 eV
Total charge = 0
LUMO energy = 0.014 Ha

Atomic partial charges in e from the Mulliken method, atoms 1 to 2: number 1, P, carries -0.138; number 2, O, carries -0.503



Entry Q
Formula: C12H16NOP
Source: OMol25
Level of theory: ωB97M-V/def2-TZVPD

Positions of all 31 atoms, in Å:
P -1.73961 -2.58480 -0.45402
O 0.74773 0.03348 1.43258
N 0.16970 -0.70996 -0.67107
C 4.63287 0.94770 0.27600
C -0.57174 -0.57695 1.46113
C 3.05696 -0.87115 -1.07204
C 0.99634 0.23033 0.07988
C -0.71981 -1.20318 0.06671
C 5.23162 0.02524 -0.60034
C -2.16788 1.40094 -1.30214
C 3.27272 0.97815 0.47953
C 2.47383 0.05589 -0.24862
C 4.42291 -0.85944 -1.23949
C -4.11566 0.65057 0.05958
C -2.92759 1.50594 -0.20540
H -4.53385 0.24093 -0.94494
H -2.50777 2.11574 0.60320
H -3.08916 -2.35023 -0.03103
H -4.93333 1.22020 0.48768
H 0.66697 1.27551 -0.26451
H -1.35518 0.08993 1.73770
H 6.22427 0.03557 -0.77988
H -1.63977 -2.30517 -1.80242
H 5.20184 1.61308 0.83006
H -1.36444 2.11443 -1.48578
H 2.47649 -1.60653 -1.64621
H -2.27464 0.64010 -2.06560
H -3.75521 -0.29171 0.67992
H 4.94041 -1.46740 -2.08430
H -0.40646 -1.27166 2.26246
H 2.72296 1.74484 1.13080

SMILES string = PC1=N[C@H](c2ccccc2)OC1.C=CC
Kohn-Sham gap = 0.368 Eh
E_HOMO = -9.146 eV
Total charge = 0
LUMO energy = 0.032 Ha

Atomic partial charges in e from the Mulliken method, atoms 1 to 2: number 1, P, carries -0.054; number 2, O, carries -0.394



Which of them is most stable? Easy: entry P.



Entry P
Formula: C3H8OS2
Source: OMol25
Level of theory: ωB97M-V/def2-TZVPD

Positions of all 14 atoms, in Å:
S 0.40144 1.17049 -0.43255
S 2.08529 0.60755 -1.54184
O -2.15912 -2.61723 -0.20040
C -1.86346 -1.73089 0.56063
C 3.47383 1.26626 -0.57834
C -2.82410 -0.58405 0.88500
H -0.39527 0.41917 -1.22033
H -2.37205 -0.10798 1.75520
H 3.05395 1.89250 0.20736
H 3.99016 1.95193 -1.24582
H -3.81468 -1.00651 1.00398
H 4.10256 0.46111 -0.22126
H -2.83205 0.09349 0.03496
H -0.84649 -1.81584 0.99339

SMILES string = CC=O.CSS
Kohn-Sham gap = 0.317 Eh
E_HOMO = -8.256 eV
Total charge = 0
LUMO energy = 0.014 Ha

Atomic partial charges in e from the Mulliken method, atoms 1 to 2: number 1, S, carries -0.170; number 2, S, carries -0.037



Entry Q
Formula: C3H8OS2
Source: OMol25
Level of theory: ωB97M-V/def2-TZVPD

Positions of all 14 atoms, in Å:
S 2.17254 -0.00338 -0.45380
S 1.30557 -0.48400 1.32373
O -3.13168 -0.67111 0.77230
C 2.71833 1.85221 -0.19123
C -1.92068 -1.79571 -0.83872
C -1.99194 -0.76611 0.06161
H 3.66783 1.97574 -0.73914
H -1.51060 -1.59855 -1.84081
H 1.95381 2.53307 -0.62932
H 2.83070 1.93399 0.90066
H 1.24666 0.78681 1.76039
H -2.31575 -2.81855 -0.64122
H -1.22288 -0.06000 0.31726
H -3.80190 -0.88443 0.19828

SMILES string = C=CO.CSS
Kohn-Sham gap = 0.320 Eh
E_HOMO = -8.123 eV
Total charge = 0
LUMO energy = 0.022 Ha

Atomic partial charges in e from the Mulliken method, atoms 1 to 2: number 1, S, carries -0.016; number 2, S, carries -0.217



Which of them is most stable? Easy: entry P.